1.
This record from the Open Molecules 2025 dataset describes C24H43ClP2Zr as an isolated structure at a distorted geometry. The level of theory is ωB97M-V with the def2-TZVPD basis set.

HOMO energy: -13.3 eV
ΔE to the lowest compared entry with this formula, charge and spin: 0.9308 eV
HOMO-LUMO gap: 0.2406 Eh
maximum force: 0.1385 hartree/bohr
net charge: +2

Positions of all 71 atoms, in Å:
1 Zr -0.38 -0.28 1.91
2 C 1.50 -0.43 3.42
3 C 1.31 0.92 2.93
4 C -0.61 0.29 4.13
5 C 0.35 -0.78 4.21
6 C -0.03 1.36 3.32
7 C 2.76 -1.24 3.40
8 H 3.35 -1.05 2.50
9 H 2.53 -2.32 3.43
10 H 3.41 -1.02 4.27
11 C 0.27 -1.94 5.15
12 H 0.71 -2.83 4.68
13 H -0.76 -2.17 5.42
14 H 0.83 -1.76 6.09
15 C -1.84 0.39 4.97
16 H -1.55 0.61 6.01
17 H -2.42 -0.54 4.98
18 H -2.49 1.21 4.62
19 C -0.67 2.66 2.96
20 H -0.20 3.45 3.56
21 H -1.75 2.65 3.17
22 H -0.53 2.92 1.90
23 C 2.34 1.75 2.24
24 H 2.66 2.58 2.89
25 H 1.96 2.19 1.31
26 H 3.22 1.14 1.99
27 C 0.46 -2.50 -0.30
28 C 1.66 -1.97 0.05
29 C 2.35 -0.76 -0.53
30 C 1.43 0.42 -1.05
31 C 0.05 0.67 -0.49
32 C -1.21 0.33 -1.28
33 C -1.52 -1.16 -1.40
34 C -0.30 -2.10 -1.52
35 H 3.02 -0.98 -1.40
36 H 1.46 0.27 -2.16
37 H 3.01 -0.35 0.27
38 H 0.40 -1.66 -2.25
39 H 0.04 -3.34 0.28
40 H 2.18 -2.38 0.93
41 H -0.71 -3.01 -1.98
42 H -2.13 -1.37 -0.50
43 H -2.07 0.72 -0.68
44 H -2.15 -1.38 -2.28
45 H 2.01 1.36 -0.90
46 H -0.01 1.75 -0.18
47 P 0.48 -0.57 -4.08
48 C 0.24 -2.15 -5.04
49 C 1.62 0.39 -5.17
50 P -1.46 1.36 -2.72
51 C -1.13 0.36 -4.24
52 C -0.36 2.76 -2.95
53 C -3.13 1.98 -2.97
54 H -0.72 -2.63 -4.79
55 H 1.06 -2.82 -4.72
56 H 0.31 -2.00 -6.13
57 H 1.41 0.30 -6.25
58 H 2.63 -0.01 -4.95
59 H 1.60 1.45 -4.87
60 H -3.27 2.03 -4.06
61 H -3.24 2.99 -2.56
62 H -3.91 1.33 -2.54
63 H -1.95 -0.36 -4.42
64 H -1.07 1.10 -5.08
65 H -0.87 3.66 -2.59
66 H -0.20 2.87 -4.03
67 H 0.61 2.68 -2.46
68 Cl -1.88 -2.56 2.55
69 C -2.49 -0.94 1.97
70 H -3.24 -1.14 1.20
71 H -2.94 -0.41 2.83



2.
This record from the Open Molecules 2025 dataset describes C24H43IP2Pt as an isolated structure at a distorted geometry. The level of theory is ωB97M-V with the def2-TZVPD basis set.

HOMO energy (alpha / beta): -12.5 / -14.2 eV
spin multiplicity: 5
HOMO-LUMO gap (alpha / beta): 0.2479 / 0.1981 Eh
maximum force: 0.0397 hartree/bohr
net charge: +2

Positions of all 71 atoms, in Å:
1 Pt -0.77 2.52 -0.85
2 C 0.91 0.66 1.56
3 C -0.52 0.92 1.55
4 C -0.19 -1.33 1.19
5 C 1.09 -0.72 1.36
6 C -1.18 -0.35 1.37
7 C 2.00 1.62 1.84
8 H 1.68 2.62 2.13
9 H 2.72 1.76 1.01
10 H 2.56 1.21 2.69
11 C 2.38 -1.43 1.33
12 H 3.18 -0.73 1.58
13 H 2.56 -1.83 0.33
14 H 2.44 -2.27 2.04
15 C -0.39 -2.77 0.97
16 H 0.05 -3.33 1.80
17 H 0.12 -3.08 0.05
18 H -1.44 -3.06 0.89
19 C -2.60 -0.63 1.61
20 H -2.72 -1.19 2.56
21 H -3.04 -1.26 0.83
22 H -3.19 0.29 1.69
23 C -1.07 1.87 2.53
24 H -0.99 1.43 3.56
25 H -2.13 2.08 2.35
26 H -0.49 2.81 2.53
27 C 0.18 5.42 -3.40
28 C 0.40 5.96 -2.18
29 C -0.53 6.91 -1.45
30 C -1.98 6.44 -1.33
31 C -2.10 4.93 -1.43
32 C -2.29 4.28 -2.59
33 C -2.28 4.93 -3.95
34 C -1.00 5.72 -4.28
35 H -0.47 7.93 -1.87
36 H -2.59 6.90 -2.13
37 H -0.13 7.01 -0.44
38 H -1.20 6.80 -4.24
39 H 1.02 4.95 -3.95
40 H 1.41 5.90 -1.72
41 H -0.67 5.48 -5.32
42 H -2.39 4.17 -4.73
43 H -2.73 3.26 -2.55
44 H -3.17 5.57 -4.11
45 H -2.42 6.75 -0.37
46 H -2.13 4.40 -0.45
47 P 1.11 1.65 -2.04
48 P -2.19 0.98 -1.87
49 C 0.04 2.02 -3.52
50 C -1.35 1.30 -3.51
51 H 0.66 1.68 -4.35
52 H -0.10 3.12 -3.54
53 H -2.00 1.89 -4.16
54 H -1.24 0.29 -3.91
55 C -2.26 -0.86 -1.89
56 H -2.38 -1.21 -0.86
57 H -1.34 -1.30 -2.30
58 H -3.12 -1.19 -2.48
59 C -3.95 1.40 -1.68
60 H -4.51 1.36 -2.63
61 H -4.11 2.37 -1.20
62 H -4.36 0.63 -1.01
63 C 2.65 2.59 -2.25
64 H 3.15 2.74 -1.27
65 H 2.50 3.57 -2.71
66 H 3.38 2.05 -2.88
67 C 0.71 3.72 -0.10
68 H 0.30 3.90 0.89
69 H 0.50 4.49 -0.81
70 H 1.75 3.38 -0.14
71 I 1.69 -0.75 -2.26



3.
This record from the Open Molecules 2025 dataset describes C24H43N2OP3Pr as an isolated structure at a distorted geometry. The level of theory is ωB97M-V with the def2-TZVPD basis set.

HOMO energy (alpha / beta): -14.4 / -14.4 eV
spin multiplicity: 3
HOMO-LUMO gap (alpha / beta): 0.1405 / 0.1476 Eh
maximum force: 0.0429 hartree/bohr
net charge: +3

Positions of all 74 atoms, in Å:
1 Pr -0.16 -0.39 0.73
2 P 2.28 0.59 2.14
3 P -0.66 1.95 -0.84
4 P 2.10 -0.78 -1.12
5 H -1.39 -3.13 0.90
6 C -0.30 -3.19 0.72
7 C 0.61 -3.02 1.73
8 H 0.31 -2.84 2.77
9 C 2.02 0.96 3.92
10 C 3.02 2.20 1.66
11 C 3.83 -0.37 2.38
12 C -2.05 1.58 -1.96
13 C -1.48 3.22 0.20
14 C 0.53 2.93 -1.84
15 C 2.99 -2.37 -0.98
16 C 3.45 0.38 -1.55
17 C 1.27 -1.04 -2.73
18 H -0.03 -3.54 -0.28
19 H 1.69 -3.20 1.59
20 H 1.59 0.08 4.41
21 H 1.33 1.80 4.05
22 H 2.99 1.19 4.38
23 H 2.27 2.99 1.75
24 H 3.39 2.17 0.63
25 H 3.86 2.42 2.35
26 H 3.59 -1.31 2.91
27 H 4.50 0.23 3.01
28 H 4.32 -0.61 1.43
29 H -2.46 2.48 -2.43
30 H -2.86 1.06 -1.42
31 H -1.67 0.89 -2.71
32 H -2.11 3.90 -0.41
33 H -0.74 3.82 0.75
34 H -2.12 2.72 0.94
35 H 0.08 3.82 -2.29
36 H 0.97 2.32 -2.64
37 H 1.36 3.26 -1.19
38 H 3.39 -2.66 -1.96
39 H 2.31 -3.15 -0.63
40 H 3.82 -2.28 -0.27
41 H 3.96 0.04 -2.45
42 H 4.17 0.45 -0.72
43 H 3.04 1.39 -1.73
44 H 2.01 -1.38 -3.47
45 H 0.77 -0.14 -3.10
46 H 0.50 -1.83 -2.63
47 C -1.76 -1.33 -5.20
48 C -2.93 -1.43 -5.98
49 C -3.24 -2.68 -6.51
50 C -2.43 -3.80 -6.25
51 C -1.23 -3.64 -5.54
52 C -0.83 -2.37 -5.11
53 O -1.47 -0.24 -4.41
54 H -2.27 0.33 -4.32
55 H -3.56 -0.55 -6.16
56 H -4.14 -2.81 -7.12
57 H -2.72 -4.80 -6.61
58 H -0.59 -4.49 -5.32
59 H 0.14 -2.18 -4.66
60 N -2.64 -0.86 4.45
61 C -1.93 -1.09 3.34
62 N -1.37 0.05 2.88
63 C -1.75 1.07 3.78
64 C -1.36 2.42 3.88
65 C -1.87 3.16 4.96
66 C -2.70 2.57 5.92
67 C -3.05 1.21 5.84
68 C -2.56 0.51 4.76
69 H -3.15 -1.54 5.00
70 H -1.82 -2.08 2.90
71 H -0.68 2.82 3.12
72 H -1.60 4.21 5.06
73 H -3.08 3.19 6.74
74 H -3.68 0.72 6.57



4.
This record from the Open Molecules 2025 dataset describes C24H43N2OP3Ru as an isolated structure at a distorted geometry. The level of theory is ωB97M-V with the def2-TZVPD basis set.

HOMO energy (alpha / beta): -14.5 / -16.5 eV
ΔE to the lowest compared entry with this formula, charge and spin: 2.0750 eV
spin multiplicity: 6
HOMO-LUMO gap (alpha / beta): 0.2092 / 0.1464 Eh
maximum force: 0.1012 hartree/bohr
net charge: +3

Positions of all 74 atoms, in Å:
1 Ru -0.50 -0.28 0.47
2 P 1.12 1.95 -0.08
3 P -2.10 0.72 1.69
4 P -1.48 0.70 -1.44
5 H 0.81 -2.98 0.45
6 C 0.78 -1.97 0.01
7 C 1.86 -1.16 0.37
8 H 2.48 -1.55 1.20
9 C 2.72 2.31 0.78
10 C 0.23 3.26 0.85
11 C 1.20 2.97 -1.65
12 C -3.30 -0.61 2.05
13 C -1.61 1.36 3.34
14 C -3.38 2.02 1.28
15 C -0.86 0.53 -3.17
16 C -2.18 2.44 -1.65
17 C -3.02 -0.28 -1.55
18 H 0.19 -1.96 -0.91
19 H 2.53 -0.64 -0.37
20 H 3.56 1.69 0.43
21 H 2.58 2.12 1.84
22 H 2.91 3.38 0.63
23 H 0.35 3.12 1.92
24 H -0.84 3.30 0.61
25 H 0.67 4.24 0.58
26 H 1.63 2.46 -2.51
27 H 1.81 3.85 -1.40
28 H 0.20 3.31 -1.91
29 H -3.99 -0.30 2.85
30 H -2.77 -1.52 2.36
31 H -3.87 -0.82 1.14
32 H -2.41 1.96 3.80
33 H -0.72 2.00 3.26
34 H -1.39 0.51 4.00
35 H -4.13 1.63 0.59
36 H -2.94 2.92 0.84
37 H -3.89 2.32 2.20
38 H -1.37 1.24 -3.83
39 H -1.08 -0.49 -3.53
40 H 0.21 0.71 -3.22
41 H -2.09 2.76 -2.70
42 H -1.66 3.20 -1.05
43 H -3.25 2.49 -1.40
44 H -3.23 -0.48 -2.61
45 H -3.90 0.24 -1.13
46 H -2.87 -1.24 -1.03
47 C 2.95 0.03 -3.20
48 C 2.04 -0.95 -2.80
49 C 1.51 -1.90 -3.68
50 C 1.91 -1.92 -5.02
51 C 2.81 -0.97 -5.42
52 C 3.38 -0.05 -4.54
53 O 3.42 1.01 -2.35
54 H 2.87 1.34 -1.62
55 H 1.64 -0.85 -1.79
56 H 0.73 -2.57 -3.31
57 H 1.49 -2.66 -5.69
58 H 3.09 -0.95 -6.46
59 H 4.07 0.69 -4.90
60 N 1.57 -1.39 4.03
61 C 1.21 -0.41 3.17
62 N 0.12 -0.81 2.50
63 C -0.20 -2.11 2.83
64 C -0.96 -3.03 2.09
65 C -0.89 -4.37 2.49
66 C -0.01 -4.75 3.52
67 C 0.82 -3.81 4.19
68 C 0.69 -2.49 3.83
69 H 2.35 -1.33 4.69
70 H 1.76 0.53 3.03
71 H -1.48 -2.72 1.19
72 H -1.51 -5.12 2.02
73 H 0.02 -5.81 3.81
74 H 1.54 -4.08 4.99



5.
This record from the Open Molecules 2025 dataset describes C24H43N2P3RuS2 as an isolated structure at a distorted geometry. The level of theory is ωB97M-V with the def2-TZVPD basis set.

HOMO energy (alpha / beta): -15.6 / -16.1 eV
ΔE to the lowest compared entry with this formula, charge and spin: 0.0000 eV
spin multiplicity: 6
HOMO-LUMO gap (alpha / beta): 0.2795 / 0.1360 Eh
maximum force: 0.0658 hartree/bohr
net charge: +3

Positions of all 75 atoms, in Å:
1 Ru -0.12 0.44 0.40
2 P -1.91 1.86 0.20
3 P -1.47 -1.19 1.26
4 P 1.70 1.52 -0.37
5 H -3.41 -2.57 -2.72
6 C -2.32 -2.73 -2.76
7 C -1.75 -3.71 -2.04
8 H -2.31 -4.29 -1.31
9 C -2.83 1.55 -1.34
10 C -3.22 1.85 1.50
11 C -1.61 3.68 0.18
12 C -0.73 -2.86 1.25
13 C -1.91 -0.93 3.03
14 C -3.07 -1.54 0.43
15 C 3.18 0.51 -0.72
16 C 2.42 2.76 0.78
17 C 1.50 2.47 -1.90
18 H -1.78 -2.15 -3.51
19 H -0.72 -4.02 -2.23
20 H -3.73 2.18 -1.34
21 H -3.12 0.50 -1.43
22 H -2.21 1.81 -2.21
23 H -3.95 2.64 1.28
24 H -2.77 2.07 2.47
25 H -3.77 0.91 1.59
26 H -2.56 4.21 0.30
27 H -1.12 4.02 -0.75
28 H -0.95 3.94 1.02
29 H -1.43 -3.55 1.74
30 H 0.22 -2.86 1.78
31 H -0.58 -3.17 0.21
32 H -2.76 -1.59 3.28
33 H -2.19 0.11 3.23
34 H -1.06 -1.20 3.66
35 H -3.59 -2.29 1.04
36 H -2.88 -1.96 -0.57
37 H -3.70 -0.64 0.36
38 H 4.05 1.17 -0.78
39 H 3.04 -0.04 -1.66
40 H 3.34 -0.22 0.08
41 H 2.98 3.50 0.19
42 H 3.09 2.28 1.51
43 H 1.62 3.26 1.32
44 H 1.78 1.82 -2.74
45 H 2.14 3.37 -1.89
46 H 0.46 2.78 -2.02
47 C 1.23 -1.92 -3.87
48 C 0.64 -1.00 -4.79
49 C 0.74 -1.23 -6.16
50 C 1.48 -2.31 -6.65
51 C 2.13 -3.17 -5.76
52 C 2.03 -2.98 -4.39
53 S 0.97 -1.81 -2.20
54 H -0.22 1.74 1.29
55 H 0.08 -0.16 -4.39
56 H 0.22 -0.56 -6.85
57 H 1.53 -2.50 -7.72
58 H 2.70 -4.02 -6.13
59 H 2.52 -3.64 -3.68
60 N 2.28 -1.77 1.34
61 C 1.98 -0.91 2.34
62 N 1.09 0.06 2.28
63 C 1.06 0.82 3.48
64 C 0.25 1.93 3.76
65 C 0.42 2.58 4.99
66 C 1.35 2.11 5.93
67 C 2.15 0.99 5.65
68 C 2.00 0.36 4.43
69 S 2.90 -1.03 3.83
70 H 2.98 -2.47 1.54
71 H 1.80 -1.79 0.43
72 H -0.48 2.29 3.03
73 H -0.20 3.45 5.21
74 H 1.46 2.62 6.88
75 H 2.88 0.60 6.36



6.
This record from the Open Molecules 2025 dataset describes C24H43N2P3S2Sn as an isolated structure at a distorted geometry. The level of theory is ωB97M-V with the def2-TZVPD basis set.

HOMO energy: -18.4 eV
HOMO-LUMO gap: 0.1425 Eh
maximum force: 0.0723 hartree/bohr
net charge: +4

Positions of all 75 atoms, in Å:
1 Sn 0.52 -0.81 -0.62
2 P -0.67 2.33 1.37
3 P -2.25 -1.02 -0.25
4 P 2.53 0.98 0.15
5 H 1.31 -2.30 -3.95
6 C 1.99 -1.71 -3.33
7 C 1.79 -2.06 -1.83
8 H 1.30 -3.05 -1.82
9 C -1.06 3.63 0.13
10 C -2.29 2.29 2.25
11 C 0.23 3.38 2.60
12 C -3.00 -2.49 -1.04
13 C -3.17 -1.04 1.34
14 C -3.14 0.30 -1.17
15 C 4.08 0.42 -0.63
16 C 3.13 1.17 1.87
17 C 2.55 2.73 -0.41
18 H 2.99 -2.04 -3.69
19 H 2.77 -2.12 -1.31
20 H -1.54 4.49 0.64
21 H -1.76 3.22 -0.63
22 H -0.14 3.96 -0.38
23 H -2.49 3.29 2.67
24 H -2.23 1.56 3.08
25 H -3.08 1.98 1.56
26 H -0.45 4.19 2.92
27 H 1.14 3.80 2.17
28 H 0.49 2.77 3.48
29 H -4.04 -2.25 -1.32
30 H -2.99 -3.30 -0.29
31 H -2.44 -2.80 -1.93
32 H -4.11 -0.48 1.23
33 H -2.57 -0.58 2.14
34 H -3.40 -2.07 1.63
35 H -4.19 -0.03 -1.29
36 H -2.69 0.43 -2.16
37 H -3.11 1.25 -0.62
38 H 4.85 1.20 -0.47
39 H 3.88 0.31 -1.70
40 H 4.44 -0.53 -0.21
41 H 4.17 1.53 1.84
42 H 3.10 0.20 2.37
43 H 2.51 1.88 2.42
44 H 3.56 3.02 -0.73
45 H 2.23 3.40 0.41
46 H 1.87 2.86 -1.26
47 C 0.17 0.22 -4.23
48 C -0.29 1.52 -4.43
49 C -1.51 1.72 -5.05
50 C -2.32 0.62 -5.37
51 C -1.97 -0.64 -4.90
52 C -0.75 -0.83 -4.23
53 S 1.97 0.05 -3.99
54 H 2.27 -0.22 -5.27
55 H 0.33 2.33 -4.09
56 H -1.85 2.73 -5.28
57 H -3.23 0.76 -5.95
58 H -2.63 -1.50 -5.04
59 H -0.57 -1.76 -3.72
60 N 0.67 -4.10 0.52
61 C 0.86 -3.39 1.66
62 N 0.73 -2.08 1.81
63 C 0.68 -1.74 3.17
64 C 0.41 -0.48 3.74
65 C 0.24 -0.41 5.13
66 C 0.37 -1.55 5.93
67 C 0.67 -2.79 5.37
68 C 0.82 -2.87 4.00
69 S 1.03 -4.35 3.11
70 H 0.83 -5.09 0.65
71 H 1.10 -3.72 -0.31
72 H 0.32 0.38 3.07
73 H 0.00 0.55 5.58
74 H 0.21 -1.49 7.01
75 H 0.75 -3.72 5.92



Question: Look up the maximum force of the fifth one.
Answer: 0.0658 hartree/bohr



Question: The highest maximum force belongs to which entry?
Answer: C24H43ClP2Zr